(1)
An isolated molecule of C4H5NS at a distorted geometry, computed with ωB97M-V with the def2-TZVPD basis set.

The value obtained for the energy above the lowest of the compared OMol25 structures with the same formula, charge and spin is 117.4 kJ/mol. Its spin multiplicity is 1. The charge is 0. As for the electronic energy: -16552.8479 eV. For the LUMO energy, the calculation gives 0.7 eV. For the orbital gap, the calculation gives 9.331 eV.

Structure (XYZ):
```
11
Properties=species:S:1:pos:R:3:forces:R:3
C 1.1453 -0.0783 -0.0226 1.0 0.2 -0.6
C -0.0604 -0.8829 0.0222 -0.9 -0.1 3.3
C 0.8321 1.1956 0.0057 0.6 2.9 0.1
C -1.0736 0.2537 0.0625 -0.9 0.6 0.3
N -0.5300 1.4259 0.0556 -2.0 -0.9 -0.3
S -2.8381 -0.0458 -0.0013 0.1 1.1 -0.6
H 2.1244 -0.4002 0.0671 1.7 -1.0 -0.1
H 0.0599 -1.4984 1.0292 -0.9 1.0 -1.9
H 1.3946 2.1620 0.0111 0.1 -1.5 0.1
H -0.3692 -1.5161 -0.7600 0.2 -1.1 -1.1
H -3.2923 1.1534 -0.6022 0.9 -1.3 0.8
```
Positions in Å, forces in eV/Å.

***

(2)
CH4N2O2S as an isolated structure at a distorted geometry, computed with ωB97M-V with the def2-TZVPD basis set.

The value obtained for the energy above the lowest of the compared OMol25 structures with the same formula, charge and spin is 416.9 kJ/mol. Its spin multiplicity is 1. The charge is 0. As for the electronic energy: -19007.6032 eV. For the LUMO energy, the calculation gives -0.3 eV. For the orbital gap, the calculation gives 9.723 eV.

Structure (XYZ):
```
10
Properties=species:S:1:pos:R:3:forces:R:3
C -0.6788 -0.6978 0.7025 5.7 4.5 -0.1
N -0.2301 1.2243 0.5846 -3.3 -3.0 1.9
N 0.7314 1.0942 -0.4218 -3.1 -1.2 -2.1
O 1.7099 -1.2162 -0.6478 -0.1 -0.7 0.1
O -0.3644 -0.7565 -1.8861 -2.3 -0.4 -3.2
S 0.4314 -0.5982 -0.7763 2.8 1.7 4.3
H -0.2990 -0.9751 1.6710 0.0 -0.6 -0.1
H -1.6318 -0.6666 0.4272 -4.0 -0.7 -0.8
H -1.2240 1.3928 0.2794 1.7 0.5 -0.6
H 1.5554 1.1991 0.0673 2.6 -0.1 0.8
```
Positions in Å, forces in eV/Å.

***

(3)
An isolated molecule of C2H4N4S at a distorted geometry, computed with ωB97M-V with the def2-TZVPD basis set.

The value obtained for the energy above the lowest of the compared OMol25 structures with the same formula, charge and spin is 171.3 kJ/mol. Its spin multiplicity is 1. The charge is 0. As for the electronic energy: -18932.7760 eV. For the LUMO energy, the calculation gives 0.5 eV. For the orbital gap, the calculation gives 9.676 eV.

Structure (XYZ):
```
11
Properties=species:S:1:pos:R:3:forces:R:3
C -0.9730 1.5021 -0.9364 -0.4 -0.6 1.0
C -0.3610 -0.2533 0.0181 -0.8 0.2 -1.1
H 2.0390 0.6961 1.5515 -0.5 -0.7 -3.4
H 2.7709 0.7145 -0.0370 -1.4 -0.1 0.1
H -1.5426 2.2476 -1.3650 -1.4 1.2 -1.0
H 0.8327 -1.8032 1.3059 -1.4 -0.2 -0.9
N 1.9491 0.3467 0.4818 0.4 1.1 3.0
N 0.6813 0.6122 -0.0588 0.3 0.0 0.6
N 0.2282 1.8042 -0.5942 2.3 -0.6 0.3
N -1.4497 0.2956 -0.5521 1.3 -0.8 0.5
S -0.3724 -1.9225 0.5698 1.6 0.7 0.9
```
Positions in Å, forces in eV/Å.